The following is a DFT calculation (the ωB97M-V functional and the def2-TZVPD basis) of an isolated molecule of C3H5B at a distorted geometry.

Last column: natural (NBO) charge in e.
Element x y z (Å)
B1 -1.712 -0.227 -0.002  0.4117
C1 -0.546 0.623 -0.031  -0.7169
C2 0.735 0.335 0.162  0.2755
C3 1.978 -0.039 -0.021  -0.5491
H1 -2.804 0.091 -0.524  -0.0746
H2 -1.670 -1.241 0.494  -0.0866
H3 -0.660 1.656 -0.132  0.2415
H4 2.086 -0.119 -1.126  0.2512
H5 2.797 -0.122 0.670  0.2472

Calculated values
Kohn-Sham gap: 10.067 eV
molar mass: 51.88 g/mol
net charge: 0
multiplicity: 1
SMILES: BC=C=C
max |F|: 3.2 eV/A
E_HOMO: -10.202 eV
relative energy (zero: lowest compared OMol25 entry of this formula, charge and spin): 14.1 kcal per mole